Here is a molecular structure, C22H25CdI3N4O4S2 from the OMol25 dataset. Energies are from wB97M-V/def2-TZVPD.

Last column: Mulliken charge in e.
Atoms and positions in Å:
Cd -0.99099 -1.15098 -2.46581  1.06
I -0.65068 -1.12502 1.70203  0.32
I 0.89583 -0.99665 4.06138  -0.52
O -4.01386 -2.22844 0.06861  -0.56
C -2.95886 -1.77340 -0.15761  0.68
N -1.86726 -1.29749 -0.38473  -0.73
C 0.99458 1.49483 -0.58134  -1.19
C 2.33913 0.85294 -0.96077  0.66
C 2.54749 0.82520 -2.47839  -1.47
C 2.53513 -0.48576 -0.30618  0.93
C 3.30040 -0.55990 0.82664  -1.01
C 3.51042 -1.78615 1.46870  -0.49
C 3.06193 -2.99989 0.95641  -1.06
C 2.33839 -3.01989 -0.21264  1.07
C 1.87550 -4.34281 -0.76426  0.32
C 2.09597 -4.50815 -2.26808  -1.54
C 0.41162 -4.63620 -0.38712  -1.20
C 1.94689 -1.73775 -0.83421  -0.05
N 0.98690 -1.79222 -1.66918  -0.38
H 0.99596 2.53503 -0.90960  0.48
H 0.82218 1.47440 0.49549  0.26
H 0.16055 1.01257 -1.07903  0.07
H 3.11749 1.49087 -0.52601  0.44
H 1.71829 0.33417 -2.98131  0.01
H 3.48383 0.32474 -2.74274  0.35
H 2.59000 1.85012 -2.85003  0.49
H 3.70417 0.34201 1.27097  0.37
H 4.06489 -1.78937 2.39882  0.38
H 3.27310 -3.91785 1.49155  0.38
H 2.49278 -5.08856 -0.24961  0.46
H 1.41691 -3.87025 -2.82747  0.19
H 1.89881 -5.54710 -2.54025  0.46
H 3.12515 -4.27212 -2.55088  0.36
H -0.25489 -3.97954 -0.94172  0.10
H 0.23433 -4.49181 0.67953  0.28
H 0.17295 -5.67049 -0.64428  0.45
N -0.94441 0.69722 -5.87688  -0.67
C -1.31134 0.96884 -4.53148  0.74
O -0.43188 0.50077 -3.66512  -0.58
C -2.42205 1.66673 -4.22746  -1.13
I -1.93854 -3.18696 -4.05576  -0.64
H -0.53707 -0.22892 -5.92207  0.25
H -1.74440 0.74847 -6.49255  0.23
H -3.09675 2.00584 -5.00272  0.20
H -2.63248 1.93052 -3.20047  0.30
O -3.50627 6.38285 3.41122  -0.68
S -3.95427 5.01183 3.52306  1.19
O -5.14135 4.80458 4.32260  -0.68
N -4.06877 4.29546 2.07783  -0.59
C -3.18704 3.31522 1.92254  0.01
S -2.96384 2.35576 0.57335  -0.27
C -2.31257 3.11378 3.14165  0.11
C -1.30818 2.17882 3.33965  0.72
C -0.64453 2.16985 4.55937  -0.07
C -0.97577 3.08108 5.56229  -0.60
C -1.98233 4.01796 5.36413  -0.66
C -2.63101 4.00600 4.14392  0.08
H -1.07610 1.47612 2.54932  -0.32
H 0.13451 1.43770 4.73514  -0.05
H -0.44480 3.05257 6.50691  0.36
H -2.25383 4.72885 6.13462  0.37

LUMO (eV): 1.7551
E (Eh): -3230.612515
Energy above the lowest of the compared OMol25 structures with the same formula, charge and spin (kJ/mol): 172.6
Total charge: -2
Highest occupied orbital energy (eV): -2.553

=====

Here is a molecular structure, C22H25CrN6O7STe from the OMol25 dataset. Energies are from wB97M-V/def2-TZVPD.

Last column: Mulliken spin population.
Atoms and positions in Å:
Cr 1.44105 -1.03880 0.59899  1.02
N -2.44055 0.51404 1.07537  0.00
C -1.35741 0.42762 0.30111  0.00
N -0.50599 -0.39011 0.87960  -0.02
C -1.13055 -0.77838 2.02085  -0.01
N -2.31660 -0.24596 2.18516  0.00
C -0.41886 -1.72523 2.87295  0.00
C -0.88227 -2.22025 4.07958  0.00
N -0.17501 -3.09457 4.78604  0.00
C 0.99336 -3.46624 4.27637  0.00
C 1.47811 -2.97560 3.06942  -0.01
N 0.76529 -2.10043 2.36569  0.00
H -3.26127 1.07975 0.93278  0.00
H -1.22208 0.95764 -0.62576  0.00
H -1.83961 -1.90072 4.47168  0.00
H 1.57564 -4.18318 4.84072  0.00
H 2.42237 -3.29692 2.65169  0.00
O 2.10837 2.52760 -0.39632  0.00
C 2.65260 1.22260 -0.29493  -0.01
O 1.78909 0.26565 -0.72066  0.03
H 3.56209 1.28012 -0.90547  0.01
C 5.25515 -3.01719 -0.13226  0.00
S 3.55913 -3.48956 -0.00732  0.01
O 3.46081 -4.55108 0.96697  0.00
O 3.07807 -3.77102 -1.33491  0.00
O 2.93389 -2.23712 0.56976  0.00
H 5.80189 -3.87196 -0.52371  0.00
H 5.61528 -2.74915 0.85746  0.00
H 5.32652 -2.17127 -0.81125  0.00
O 2.08719 0.21583 1.72753  0.00
O 3.11969 0.94683 1.01739  0.00
C -0.31684 -3.96509 -2.94071  0.00
C 0.43342 -2.84685 -3.25530  0.00
C 0.85337 -2.01251 -2.23451  0.01
N 0.54370 -2.23714 -0.95618  -0.01
C -0.18732 -3.31461 -0.65801  0.01
C -0.63492 -4.20528 -1.61265  0.00
H -0.64464 -4.64546 -3.71574  0.00
H 0.71408 -2.62566 -4.27513  0.00
H 1.46048 -1.13640 -2.41632  0.00
H -0.40617 -3.47078 0.39142  0.00
H -1.20952 -5.07090 -1.31550  0.00
C -4.62351 4.45385 -2.19233  0.00
C -3.32848 4.10719 -1.50890  0.00
C -2.31248 3.44308 -2.17612  0.00
C -1.09974 3.11087 -1.56775  0.00
C -0.07293 2.37979 -2.39435  0.00
C -0.89933 3.48135 -0.23320  0.00
Te 0.79649 3.05726 0.96850  0.00
C -1.92188 4.14493 0.46761  0.00
C -1.75070 4.52298 1.91426  0.00
C -3.11401 4.44288 -0.17656  0.00
H -4.60920 4.15168 -3.23878  0.00
H -4.81039 5.52825 -2.15466  0.00
H -5.46966 3.96015 -1.71045  0.00
H -2.45759 3.16268 -3.21459  0.00
H -0.55561 1.90233 -3.24858  0.00
H 0.47583 1.62735 -1.83005  0.00
H 0.68045 3.07087 -2.77654  0.00
H -0.89065 5.18444 2.05217  0.00
H -1.59056 3.64218 2.54668  0.00
H -2.63478 5.03491 2.29043  0.00
H -3.89231 4.95870 0.37731  0.00

LUMO (alpha / beta) (eV): -0.5128 / -0.5090
E (Eh): -3419.211747
Energy above the lowest of the compared OMol25 structures with the same formula, charge and spin (kJ/mol): 5.6
<S²>: 0.761
Total charge: 0
Spin multiplicity: 2
Highest occupied orbital energy (alpha / beta) (eV): -7.465 / -7.461

=====

Here is 7 unconnected molecules or ions with the total composition C22H25F2N5 from the OMol25 dataset. Energies are from wB97M-V/def2-TZVPD.

Last column: Mulliken charge in e.
Atoms and positions in Å:
F -0.89828 7.20793 -2.10701  -0.31
C -2.02511 6.47136 -2.22609  0.46
C -2.00697 5.15795 -1.81143  -0.44
C -3.17666 4.42335 -1.93780  -0.13
C -4.32798 5.00223 -2.44810  -0.68
C -4.32195 6.33494 -2.82578  -0.26
C -3.15340 7.07956 -2.72156  -0.53
H -1.11683 4.71925 -1.38277  0.43
H -3.21088 3.38786 -1.62291  0.35
H -5.23181 4.40950 -2.50298  0.37
H -5.20942 6.81923 -3.21094  0.36
H -3.12901 8.13430 -2.95883  0.41
F 3.27595 0.89681 -0.15594  -0.20
C 1.93820 0.69772 -0.08919  0.49
C 1.47021 -0.55033 0.26798  -0.93
C 0.09548 -0.74813 0.31029  0.13
C -0.77829 0.29633 0.06832  -0.91
C -0.27163 1.52907 -0.33220  0.20
C 1.09789 1.74318 -0.39517  -0.76
H 2.15837 -1.33759 0.54500  0.50
H -0.25235 -1.74801 0.53807  0.28
H -1.84714 0.15142 0.14977  0.50
H -0.95482 2.33758 -0.55905  0.25
H 1.49661 2.70764 -0.68242  0.41
C -5.09495 -3.47851 1.87669  -0.94
C -4.32359 -2.43189 1.20797  0.41
N -3.76000 -1.59898 0.65869  -0.41
H -4.58988 -3.76053 2.80068  0.28
H -5.12469 -4.35877 1.24136  0.28
H -6.07726 -3.09187 2.13548  0.35
C -0.65992 -3.45103 4.26817  -0.93
C 0.35894 -3.37967 3.22040  0.42
N 1.12489 -3.31725 2.37027  -0.39
H -1.10787 -4.44285 4.23825  0.32
H -1.44115 -2.72351 4.05302  0.24
H -0.21696 -3.24360 5.23813  0.35
C 6.56298 1.36713 0.01054  -0.76
C 6.70310 0.03367 0.57083  0.41
N 6.81112 -1.01860 1.01646  -0.44
H 7.31415 2.03969 0.42281  0.33
H 5.58829 1.76577 0.29072  0.21
H 6.65140 1.34599 -1.07279  0.27
C -1.58686 -4.12135 -0.34864  -0.91
C -1.87962 -4.53439 1.01574  0.50
N -2.12856 -4.84620 2.09255  -0.51
H -0.53774 -4.30035 -0.57930  0.34
H -1.82836 -3.06837 -0.47169  0.24
H -2.17393 -4.72511 -1.04120  0.35
C 5.11142 -2.90290 -0.81977  -0.64
C 5.68599 -2.09896 -1.89356  0.40
N 6.13347 -1.47411 -2.74921  -0.45
H 5.87955 -3.51830 -0.36060  0.31
H 4.31775 -3.51886 -1.24468  0.30
H 4.66805 -2.26943 -0.05656  0.09

LUMO (eV): 0.4502
E (Eh): -1326.781878
Energy above the lowest of the compared OMol25 structures with the same formula, charge and spin (kJ/mol): 0.0
Total charge: 0
SMILES: Fc1ccccc1.Fc1ccccc1.CC#N.CC#N.CC#N.CC#N.CC#N
Highest occupied orbital energy (eV): -9.227

=====

Here is C22H25F3N4O2S in the gas phase from the OMol25 dataset. Energies are from wB97M-V/def2-TZVPD.

Last column: Mulliken charge in e.
Atoms and positions in Å:
C -4.74317 -0.00835 7.01866  -0.83
H -4.43615 0.99169 7.33966  0.34
O -3.63134 -0.80794 6.68769  -0.45
C -2.82123 -0.41476 5.67690  0.93
C -1.73218 -1.25107 5.40848  -0.68
C -0.84826 -0.95203 4.39911  -0.64
C -1.01835 0.19908 3.62397  0.46
C -2.10000 1.03497 3.90448  -0.81
C -2.99441 0.73705 4.91095  -0.40
H -3.82172 1.40462 5.09215  0.39
H -2.22604 1.92303 3.30595  0.47
C -0.11080 0.56310 2.54386  0.94
N -0.18608 1.81092 2.09520  -0.49
C 0.59423 2.17381 1.09575  -0.04
N 1.52513 1.41731 0.51725  -0.21
C 1.62040 0.18287 0.98101  0.10
C 0.81780 -0.33245 1.97769  -0.84
H 0.91079 -1.35734 2.29099  0.37
C 2.72054 -0.65697 0.38174  0.87
F 2.25850 -1.80520 -0.15339  -0.26
F 3.39572 -0.03392 -0.58637  -0.27
F 3.62164 -1.02561 1.30892  -0.29
S 0.42912 3.81236 0.55942  -0.19
C 1.32065 3.73395 -1.03382  -0.58
C 0.40110 3.24648 -2.15047  -0.91
C -0.08662 1.82397 -1.90523  0.67
O -1.03570 1.60956 -1.16854  -0.67
N 0.56224 0.82299 -2.53418  0.50
C 1.70903 0.98700 -3.40628  -0.73
H 1.41684 1.51280 -4.32483  0.41
C 2.26819 -0.37619 -3.79649  -0.90
N 1.26435 -1.13091 -4.51962  -0.07
C 1.64283 -2.51298 -4.79726  -0.83
H 2.71880 -2.65252 -4.69074  0.39
C 0.82602 -3.37660 -3.83624  -0.47
H 1.29302 -3.39314 -2.85024  0.14
H 0.71027 -4.40022 -4.18533  0.44
C -0.49188 -2.60924 -3.79151  -0.93
H -1.09526 -2.85724 -4.66480  0.37
C -0.04769 -1.13839 -3.85817  0.31
C 0.01421 -0.51699 -2.46138  -1.05
H -0.98740 -0.43451 -2.03364  0.44
H 0.61737 -1.14485 -1.79897  0.05
H -0.74155 -0.54430 -4.46793  0.23
H -1.07431 -2.81292 -2.89515  0.35
H 1.36376 -2.73995 -5.83235  0.37
H 2.63707 -0.89466 -2.89833  0.32
H 3.11976 -0.22420 -4.46628  0.45
H 2.48921 1.55741 -2.89484  0.43
H 0.91254 3.33704 -3.10761  0.33
H -0.48965 3.87887 -2.16421  0.43
H 1.65399 4.75203 -1.23065  0.49
H 2.17534 3.07643 -0.88797  0.24
H -0.00925 -1.60902 4.23088  0.31
H -1.60601 -2.13301 6.01641  0.43
H -5.44056 0.07535 6.17958  0.34
H -5.23480 -0.51720 7.84613  0.24

LUMO (eV): 0.0870
E (Eh): -1920.662756
Energy above the lowest of the compared OMol25 structures with the same formula, charge and spin (kJ/mol): 31.1
Total charge: 0
SMILES: COc1ccc(-c2cc(C(F)(F)F)nc(SCCC(=O)N3CCN4CCC[C@H]4C3)n2)cc1
Highest occupied orbital energy (eV): -8.347